(1)
ORCA calculation (ωB97M-V/def2-TZVPD) on a gas-phase ion, C3H5BrN3O2 (charge +1) at a distorted geometry.

ORCA input file:
```
! RIJCOSX wB97M-V def2-TZVPD def2/J DEFGRID3
* xyz 1 1
C 0.17 -0.38 0.63
C -1.04 -0.28 -0.29
N 1.38 -0.89 0.07
N 2.10 -0.26 -0.64
C -1.18 0.81 -1.06
H 3.08 -0.54 -0.95
Br -2.49 -1.56 -0.01
H -1.95 1.00 -1.66
H 1.50 -1.87 0.31
H -0.42 1.53 -1.07
H -0.02 -1.01 1.45
O 0.53 1.95 0.79
N 0.35 0.94 1.39
O 0.30 0.82 2.58
*
```

As for the energy above the lowest of the compared OMol25 structures with the same formula, charge and spin: 131.1 kcal per mole. As for the LUMO energy: -7.205 eV. The value obtained for the HOMO energy is -13.979 eV. As for the SMILES: [H]/N=[NH+]/[C@H](C(=C)Br)[N+](=O)[O-].

=====

(2)
ORCA calculation (ωB97M-V/def2-TZVPD) on 2 unconnected molecules or ions with the total composition C3H9N2 at a distorted geometry.

ORCA input file:
```
! RIJCOSX wB97M-V def2-TZVPD def2/J DEFGRID3
* xyz 1 1
N 0.93 -0.80 0.12
H -1.35 -0.32 -1.30
H 2.29 0.32 1.50
H -3.22 0.52 -0.52
C 1.56 0.31 -0.69
C 1.42 0.42 0.73
H 0.93 0.88 -1.32
H 1.56 -1.58 0.29
H 2.51 0.05 -1.33
H -2.84 0.07 1.28
H 0.73 1.17 1.23
H -0.45 -0.81 0.14
N -1.53 -0.36 -0.31
C -2.53 0.15 0.19
*
```

As for the energy above the lowest of the compared OMol25 structures with the same formula, charge and spin: 69.7 kcal per mole. As for the LUMO energy: -3.883 eV. The value obtained for the HOMO energy is -15.234 eV.

=====

(3)
ORCA calculation (ωB97M-V/def2-TZVPD) on 2 unconnected molecules or ions with the total composition C24H26F3N3O5S3 at a distorted geometry.

ORCA input file:
```
! RIJCOSX wB97M-V def2-TZVPD def2/J DEFGRID3
* xyz 0 1
H -3.79 -0.26 -4.03
C 0.34 -0.70 2.26
C 2.03 -2.46 2.57
H -1.83 -2.87 0.04
O 0.12 -2.12 -0.67
C 1.88 -2.37 3.97
C 6.59 0.73 -0.59
C 0.14 -0.71 3.66
F 1.98 2.18 0.69
H 7.88 -0.35 0.81
O -2.36 1.29 -2.54
H -3.00 1.75 2.15
C -1.92 1.17 -0.17
C -4.50 4.46 0.77
O 2.78 0.90 -2.64
F 1.15 3.15 -1.11
O 2.38 -2.92 -0.18
H -1.98 0.46 0.68
C 6.94 -0.35 0.25
H -4.48 3.65 2.77
C -3.37 -1.51 -0.60
C 6.07 -1.46 0.31
O 2.76 -1.57 -2.75
C 4.55 -0.40 -1.23
H -0.17 0.02 1.61
H -2.05 -2.45 -2.67
H 2.50 -3.00 4.62
C 5.41 0.72 -1.35
H 4.28 -2.38 -0.47
H -4.16 5.08 -1.30
C -3.14 3.29 -0.74
C -3.95 4.37 -0.49
H -2.75 3.13 -1.73
H -4.49 -1.71 -3.19
C 0.85 -1.57 4.51
C 1.25 -1.62 1.73
H 5.14 1.57 -1.99
H 2.77 -3.14 2.13
C -4.13 3.54 1.74
H 6.29 -2.32 0.95
C -2.63 -2.26 0.48
F -0.06 2.98 0.74
C -2.35 -1.40 -2.89
H -1.53 -0.84 -3.36
H -3.36 -2.88 1.02
N -2.50 -0.78 -1.54
C -2.38 0.62 -1.50
H -3.99 -2.21 -1.19
H -5.16 5.27 0.99
H -2.15 -1.58 1.20
C -3.63 -1.30 -3.74
N 2.05 -0.39 -0.64
S -0.02 0.85 -0.63
C -3.29 2.50 1.43
C 4.92 -1.50 -0.48
H 7.27 1.59 -0.66
H -3.47 -1.92 -4.63
H -0.67 -0.05 4.04
S 2.90 -0.36 -1.98
S 1.42 -1.85 -0.06
H 0.65 -1.57 5.59
C 0.86 2.33 -0.06
H -4.05 -0.78 -0.11
N -2.83 2.34 0.17
*
```

As for the energy above the lowest of the compared OMol25 structures with the same formula, charge and spin: 8.4 kcal per mole. As for the LUMO energy: -1.910 eV. The value obtained for the HOMO energy is -8.142 eV.

=====

(4)
ORCA calculation (ωB97M-V/def2-TZVPD) on a gas-phase ion, C4H6NO (charge -1) at a distorted geometry.

ORCA input file:
```
! RIJCOSX wB97M-V def2-TZVPD def2/J DEFGRID3
* xyz -1 1
C 0.21 1.21 0.24
C 0.43 -0.84 -0.03
C 0.44 -2.10 -0.25
H 1.27 1.35 0.56
H 1.21 -2.39 -1.00
H -1.54 0.01 0.87
N -0.40 1.84 -0.75
O 0.13 2.74 -1.47
H -0.08 -0.04 1.96
C -0.40 -0.03 0.91
H -1.12 1.24 -1.08
H -0.14 -2.99 0.04
*
```

As for the energy above the lowest of the compared OMol25 structures with the same formula, charge and spin: 64.4 kcal per mole. As for the LUMO energy (spin up / spin down): 4.534 / 4.534 eV. The value obtained for the HOMO energy (spin up / spin down) is -1.779 / -1.780 eV.

=====

(5)
ORCA calculation (ωB97M-V/def2-TZVPD) on 5 unconnected molecules or ions with the total composition C38H31F9N4O13 at a distorted geometry.

ORCA input file:
```
! RIJCOSX wB97M-V def2-TZVPD def2/J DEFGRID3
* xyz 0 1
C 4.14 8.22 1.18
C 5.36 -4.38 4.83
F -1.76 -0.72 -0.03
C -1.10 2.36 0.23
F -5.15 -0.06 0.46
C -6.18 -3.22 -0.45
C -2.49 2.77 0.55
H -0.91 1.33 0.48
C -6.74 -4.43 -2.45
H 5.25 -1.23 -6.37
C 4.59 -1.82 -5.75
O 1.47 -0.15 -3.70
C 2.15 0.65 0.27
C 3.52 7.57 2.24
C -3.03 4.11 0.15
N -8.23 -6.19 0.48
H -6.94 -4.02 1.39
H 3.10 4.51 0.85
O 2.07 1.96 -0.03
H 1.97 1.24 2.29
H 4.08 -5.03 -4.78
H 3.17 -2.86 2.74
H -0.45 2.97 0.86
C 1.87 0.33 1.71
F -4.26 0.78 2.86
C 3.56 -1.21 -5.06
C 3.39 5.55 0.95
C -6.88 -4.14 0.31
H 3.41 -0.14 -5.13
O -8.74 -7.12 -0.10
H 4.87 8.04 -0.83
H 2.67 5.73 2.95
H 2.59 -0.41 2.01
C 2.73 -1.99 -4.27
C -4.66 3.00 1.21
N 1.96 -1.88 4.92
H 0.31 1.79 -2.85
C -3.46 2.11 1.18
C 2.90 -3.35 -4.16
H -0.48 3.69 -1.37
H 2.24 -3.94 -3.54
F -3.26 -2.19 -0.42
O 1.47 -1.57 3.85
F -2.25 -0.14 -2.35
H 5.17 -4.31 2.69
H 2.45 1.83 -2.09
H 6.23 -5.01 4.81
H 4.43 9.26 1.27
C 4.78 -3.19 -5.65
O 3.86 4.34 -1.41
O 2.41 -0.21 -0.55
H -6.68 -4.55 -3.52
C 4.00 6.22 -0.10
H -5.55 -2.66 -2.41
F -2.19 0.48 2.30
O -4.37 4.12 0.45
H 1.74 3.31 -1.51
C -3.05 -0.87 -0.27
H -5.69 -2.39 0.03
N 1.62 -1.35 -3.55
H 5.30 -4.28 6.97
C 3.14 -2.76 4.89
C -7.50 -5.20 -0.32
O -5.71 2.86 1.78
C 3.93 -3.96 -4.86
H -7.94 -6.19 -2.18
O -8.28 -6.01 1.68
H -1.65 2.47 -1.83
O 1.56 -1.51 6.00
H 0.19 0.71 -1.50
C -3.40 -0.21 -1.66
N 4.24 5.49 -1.36
C -0.76 2.66 -1.24
C 3.71 -3.15 6.08
C -3.94 -0.40 0.92
C 4.39 7.54 0.00
C 3.15 6.24 2.13
F -4.23 -0.97 -2.37
C 0.34 1.75 -1.77
H 0.87 -0.07 1.81
O -2.42 5.06 -0.32
H 3.33 8.11 3.16
H 3.30 -2.83 7.02
C 4.83 -3.97 6.05
F -4.10 -1.45 1.74
C 4.76 -3.98 3.64
C 3.64 -3.17 3.66
C -6.10 -3.37 -1.82
C 1.73 2.24 -1.39
H 5.58 -3.67 -6.20
O 4.79 6.08 -2.26
F -3.88 1.02 -1.54
O 0.92 -2.05 -2.86
C -7.44 -5.36 -1.70
C -3.40 0.76 1.81
*
```

As for the LUMO energy: -1.285 eV. The value obtained for the HOMO energy is -10.000 eV. As for the SMILES: CC(=O)OCCCCC1=C(C(F)(F)C(F)(F)C(F)(F)C(F)(F)F)C(=O)OC1=O.O=[N+]([O-])c1ccccc1.O=[N+]([O-])c1ccccc1.O=[N+]([O-])c1ccccc1.O=[N+]([O-])c1ccccc1.

=====

(6)
ORCA calculation (ωB97M-V/def2-TZVPD) on a molecular structure, C12H11GaN7O2S2.

ORCA input file:
```
! RIJCOSX wB97M-V def2-TZVPD def2/J DEFGRID3
* xyz 1 1
C -5.87 0.15 -1.54
C -1.80 -1.18 -1.48
O -6.82 -0.65 -2.05
Ga 1.14 -0.17 -0.83
H -6.46 -1.46 -2.42
N 5.14 -0.67 0.68
H 2.97 0.32 4.06
H 4.41 -0.60 4.53
C 4.01 -0.63 2.46
N 1.20 3.95 -0.90
H -1.34 0.92 -1.46
H 1.39 0.06 1.89
O -6.14 1.24 -1.13
S -0.14 -1.81 -1.51
C 1.19 2.78 -0.62
H 2.91 -1.45 4.10
H -4.91 -2.48 -1.51
C -2.12 0.17 -1.47
N 5.23 -0.64 2.05
N 1.77 -0.69 1.32
H -3.71 1.62 -1.46
H 1.42 -1.59 1.65
C -4.14 -1.72 -1.53
C 3.55 -0.59 3.87
N 1.19 1.60 -0.38
C -3.44 0.57 -1.49
C 1.35 5.20 -0.48
H -2.57 -3.19 -1.49
N 1.47 6.29 -0.16
C 3.90 -0.69 0.23
C -4.46 -0.37 -1.53
C -2.82 -2.13 -1.50
N 3.16 -0.66 1.36
S 3.35 -0.80 -1.38
H 5.98 -0.69 0.12
*
```

As for the energy above the lowest of the compared OMol25 structures with the same formula, charge and spin: 3.0 kcal per mole. As for the LUMO energy: -3.438 eV. The value obtained for the HOMO energy is -11.927 eV.

=====

(7)
ORCA calculation (ωB97M-V/def2-TZVPD) on 40 unconnected molecules or ions with the total composition H80O40 at a distorted geometry.

ORCA input file:
```
! RIJCOSX wB97M-V def2-TZVPD def2/J DEFGRID3
* xyz 0 1
H 0.69 -6.13 -0.41
H 5.00 -3.88 -2.90
O -1.04 0.42 -0.24
O 4.79 -4.00 -1.96
H 0.23 3.32 -4.03
H -0.79 -5.95 -0.57
H -4.88 3.82 -2.87
O 1.49 1.51 3.76
H 2.25 -4.72 -3.37
O -0.42 -2.21 -1.38
H 4.31 2.79 0.06
H 5.14 -0.53 -2.52
H -1.04 0.90 -1.08
H -4.50 -0.07 -4.91
H -1.54 2.54 -2.84
H 1.36 4.84 -1.10
H 1.39 -3.38 -3.30
O 5.95 1.43 1.30
H -5.62 0.02 0.65
H 1.71 2.37 4.14
H -3.57 -1.54 -2.30
H -0.08 0.15 -2.42
O -3.18 2.57 5.67
H 1.53 2.40 -1.79
H 3.61 2.29 3.44
H 0.60 1.63 3.42
H -3.20 5.83 2.83
H -2.71 -0.09 3.31
O -3.03 -2.05 -1.69
O 4.11 1.51 3.27
O -3.43 -4.57 2.69
H -0.12 -1.63 -5.06
O -4.67 -1.96 0.97
H 6.18 -0.56 0.18
O -4.83 0.28 -4.09
O -4.29 2.72 2.79
H 0.82 -3.53 -0.75
H -2.43 3.13 5.84
H 6.29 -1.67 -2.24
H 4.15 0.13 -0.56
H -3.73 1.97 3.02
H 4.95 -0.75 1.19
O -0.14 -6.65 -0.43
O 1.97 -3.94 -3.82
H -1.31 3.16 -1.47
H -2.69 -1.07 -4.57
O -4.61 -4.42 -1.22
H -4.95 1.20 -4.34
O -0.18 0.21 -3.35
H -3.51 4.23 2.75
H -1.30 2.36 0.55
H -4.21 -2.76 0.71
O -0.59 -1.26 1.98
O -2.78 -2.23 3.72
H -0.63 -0.59 4.31
H 0.50 -0.18 -3.92
H 3.26 3.78 -2.77
H 0.43 -1.80 -1.17
O 0.83 -1.70 -4.86
O -1.05 -0.70 5.17
O 1.15 -4.42 -0.54
O 3.40 4.21 3.06
H -1.63 0.02 5.40
H -4.48 2.44 -2.01
H 0.35 -1.25 2.24
H 5.69 3.23 -0.35
H -1.35 0.38 2.72
H 4.92 1.10 3.06
H -2.49 -4.34 2.82
H 3.86 -2.23 0.03
O 2.93 -2.41 0.24
O 1.62 0.20 1.52
O 3.57 0.68 -0.05
H -3.24 -4.94 1.81
H -0.90 -2.09 2.37
H -0.44 -5.88 2.58
H 3.93 -3.55 -1.97
H 1.82 1.66 -0.51
O 5.99 -0.77 -2.16
O -2.93 -1.06 -5.51
H 3.92 4.63 3.74
H 1.93 0.67 2.34
O 5.51 -1.15 0.54
H -3.63 -2.64 3.69
H -4.24 0.15 1.12
H -3.79 -4.10 -0.84
O -5.02 0.69 0.95
H 2.60 5.08 -2.93
O 1.04 3.86 -4.03
O -0.82 2.66 -2.22
O 0.50 4.85 -0.67
O 4.86 3.57 -0.01
H -0.93 -1.53 -1.82
H -0.21 4.77 -1.31
H -0.72 -0.49 -0.18
H 1.32 0.79 0.83
H 1.23 -1.08 -5.48
H -5.00 2.36 2.24
O -4.48 2.97 -2.80
H 1.97 -4.22 -0.08
O 3.49 4.71 -2.91
H 3.79 4.60 2.27
H -5.05 -3.66 -1.61
H -2.74 2.55 0.29
H 0.87 4.71 -3.62
H 2.60 -1.65 0.72
O -0.07 -5.00 2.55
O -3.13 5.03 2.33
H 5.00 1.48 1.18
H -2.35 -2.15 4.56
H 0.41 -4.85 1.74
H 6.25 2.17 1.83
O 1.40 1.55 -1.35
H -5.22 -2.31 1.66
H -2.50 -1.86 -5.82
O -1.89 2.93 0.04
H -3.11 2.46 4.71
O -2.28 0.63 2.80
H 2.97 0.14 0.53
H -2.75 -1.28 -1.15
*
```

As for the energy above the lowest of the compared OMol25 structures with the same formula, charge and spin: 191.8 kcal per mole. As for the LUMO energy: -0.450 eV. The value obtained for the HOMO energy is -10.468 eV.

=====

(8)
ORCA calculation (ωB97M-V/def2-TZVPD) on a gas-phase ion, C2H3N2O2 (charge -1) at a distorted geometry.

ORCA input file:
```
! RIJCOSX wB97M-V def2-TZVPD def2/J DEFGRID3
* xyz -1 1
C 0.66 0.27 0.01
O -2.84 0.73 0.07
O 0.59 -2.11 0.12
H 1.31 1.09 -0.17
N -1.81 0.02 -0.08
N -0.66 0.60 0.18
H 2.16 -1.10 -0.41
H -0.60 1.56 0.33
C 1.18 -1.06 -0.05
*
```

As for the energy above the lowest of the compared OMol25 structures with the same formula, charge and spin: 55.7 kcal per mole. As for the LUMO energy (spin up / spin down): 4.431 / 4.431 eV. The value obtained for the HOMO energy (spin up / spin down) is -2.253 / -2.253 eV. As for the SMILES: O=NN/C=C\[O-].

=====

(9)
ORCA calculation (ωB97M-V/def2-TZVPD) on a molecular structure, C11H14ClOP at a distorted geometry.

ORCA input file:
```
! RIJCOSX wB97M-V def2-TZVPD def2/J DEFGRID3
* xyz 0 1
P 1.42 -0.48 -0.06
H -1.04 0.65 -0.72
H 1.33 4.16 2.84
H -2.77 -2.53 -1.51
C 1.68 1.75 0.56
Cl 3.10 -1.30 0.48
C 1.79 3.01 1.11
C -1.77 -2.70 -1.12
H -0.06 0.11 3.02
H 2.31 3.80 0.59
C 0.45 0.90 2.50
H -1.79 -0.94 -3.19
C -0.81 -1.09 -2.75
C 0.42 -1.72 -0.67
H 1.02 -2.46 -1.20
C 1.24 3.19 2.37
H -0.30 -1.89 -3.29
H -1.32 -3.52 -1.67
C -0.93 -1.43 -1.26
C 0.59 2.17 3.05
C -1.59 -0.27 -0.52
H -2.61 -0.13 -0.86
H -1.59 -0.45 0.55
H -1.85 -2.99 -0.07
H 0.19 2.36 4.04
O 2.14 1.22 -0.58
H -0.24 -0.17 -2.89
C 1.00 0.73 1.25
*
```

As for the energy above the lowest of the compared OMol25 structures with the same formula, charge and spin: 0.0 kcal per mole. As for the LUMO energy: 0.480 eV. The value obtained for the HOMO energy is -8.531 eV.

=====

(10)
ORCA calculation (ωB97M-V/def2-TZVPD) on a molecular structure, C21H49BrInO4 at a distorted geometry.

ORCA input file:
```
! RIJCOSX wB97M-V def2-TZVPD def2/J DEFGRID3
* xyz -1 1
O 4.65 3.69 -6.29
C -1.14 2.62 6.20
C -3.87 0.76 -0.45
O 6.19 2.74 -4.59
C 0.98 1.83 5.03
C 4.95 3.14 -4.93
H -3.20 1.69 -3.75
H 0.94 0.47 3.37
O -0.22 3.90 -4.59
H 3.35 -2.79 0.18
H 3.32 4.24 -3.74
C -2.92 1.41 -2.73
H -4.73 0.29 -2.39
C 0.45 -2.44 -1.76
H -1.22 3.48 5.53
H 2.31 -1.36 4.57
H -2.01 -0.32 -0.65
C 0.37 0.64 4.29
H -0.59 2.05 -5.60
H 0.75 -4.42 0.26
C 1.62 -3.96 0.73
H 2.82 -3.92 -1.05
H 0.51 -2.28 1.55
H -2.26 0.54 -2.80
H -4.82 0.65 0.08
H -1.55 2.91 7.18
C -4.91 -2.20 -0.23
H 1.61 -2.16 5.98
H 0.87 3.03 6.81
H -2.85 -2.59 -0.65
C 0.68 -3.43 -2.89
H 2.23 -0.51 6.12
H 4.09 2.76 -2.78
H -4.82 -2.33 0.85
H 0.65 3.22 -6.43
H -4.82 1.98 -1.94
C 0.32 2.20 6.36
H -2.87 -0.63 0.85
H -5.23 -3.15 -0.66
C 0.33 2.77 -5.38
H 2.22 -4.78 1.13
H 1.07 -4.39 -2.52
H -0.29 -2.84 -1.06
H -0.65 0.89 3.98
C 0.32 -0.67 5.08
H 0.38 1.36 7.06
H -3.67 -1.70 -1.92
C 2.45 -3.20 -0.31
H 2.02 -2.64 2.40
H 0.61 -3.68 2.62
C -4.17 1.10 -1.91
C 1.74 -2.05 -1.02
Br 2.93 -0.39 -5.77
In 2.03 1.65 -4.39
H 2.05 1.63 5.22
H 1.14 5.16 -4.18
H -1.76 1.81 5.81
H -2.37 2.24 -2.30
H -3.36 1.61 0.01
H -0.26 -3.64 -3.41
H 1.39 -3.04 -3.63
H 1.39 0.99 -2.84
H -5.68 -1.46 -0.43
H 1.50 -1.26 -0.30
O 0.69 4.35 -3.76
C 1.70 -1.20 5.46
H 0.01 -1.53 -2.19
H 0.95 2.70 4.36
H -0.18 -1.43 4.47
C -3.01 -0.49 -0.23
C -3.57 -1.79 -0.83
H 5.42 4.30 -6.54
C 1.17 -3.08 1.89
H 2.43 -1.60 -1.74
C 3.68 3.11 -3.84
H -0.29 -0.56 5.98
*
```

As for the energy above the lowest of the compared OMol25 structures with the same formula, charge and spin: 41.3 kcal per mole. As for the LUMO energy: 2.348 eV. The value obtained for the HOMO energy is -5.411 eV.

=====

(11)
ORCA calculation (ωB97M-V/def2-TZVPD) on a molecular structure, C12H18O2 at a distorted geometry.

ORCA input file:
```
! RIJCOSX wB97M-V def2-TZVPD def2/J DEFGRID3
* xyz 0 1
H 2.24 3.16 0.65
C 2.66 0.18 0.40
H 0.91 1.68 0.64
C 1.29 -1.82 0.30
H 0.41 -0.10 1.25
H 1.68 0.67 -1.44
H 3.29 0.98 0.99
H 1.94 -0.77 2.12
H -1.98 -2.41 0.76
H -4.19 -1.66 0.86
H 3.21 -0.53 -0.10
H -3.40 3.00 -0.67
C -3.39 -0.82 0.57
H -0.35 1.09 -0.77
H 3.27 1.46 -1.29
C 1.61 2.28 0.03
C 2.29 1.15 -0.63
H 0.26 -3.07 -1.89
H -4.54 0.79 0.47
H 0.44 -1.14 -1.62
C 0.06 -1.63 -0.64
H 0.97 -2.59 1.09
H 0.97 3.02 -0.63
O -2.18 2.67 -0.30
C -3.61 0.34 0.29
H 2.32 -2.16 -0.21
C -2.50 1.28 -0.18
C 1.53 -0.61 1.14
C -1.21 -0.79 -0.19
C -2.10 -1.43 0.50
O -0.62 -2.84 -1.01
C -1.30 0.61 -0.49
*
```

As for the energy above the lowest of the compared OMol25 structures with the same formula, charge and spin: 192.0 kcal per mole. As for the LUMO energy: 0.153 eV. The value obtained for the HOMO energy is -8.499 eV.